ORCA calculation (ωB97M-V/def2-TZVPD) on a 12-piece molecular cluster, H24O12 overall in a non-equilibrium geometry.

XYZ file:
```
36
H24O12 ωB97M-V/def2-TZVPD
O -3.258 -1.634 -2.176
H -2.455 -1.095 -2.273
H -3.970 -1.055 -2.466
O 2.747 1.762 0.415
H 1.790 1.903 0.448
H 2.863 0.814 0.548
O 1.863 -1.986 0.584
H 1.144 -2.623 0.642
H 1.609 -1.268 1.207
O 0.109 2.990 -0.187
H -0.050 2.032 -0.364
H 0.227 3.383 -1.057
O 0.269 0.391 -0.513
H 0.204 0.067 0.394
H -0.126 -0.332 -1.062
O -1.280 -0.812 3.098
H -1.586 -0.995 2.184
H -1.530 -1.591 3.610
O 0.619 2.964 3.032
H 0.637 2.140 2.528
H 0.548 2.679 3.949
O 1.230 -0.148 2.567
H 0.422 -0.665 2.857
H 1.805 -0.118 3.340
O -1.913 0.877 -2.948
H -2.680 1.438 -2.790
H -1.189 1.494 -3.098
O -0.139 -1.716 -2.140
H 0.590 -1.497 -2.733
H -0.038 -2.660 -1.975
O -2.491 -1.190 0.615
H -3.339 -0.832 0.337
H -2.197 -1.715 -0.138
O 3.381 -0.528 -1.864
H 3.539 -0.570 -2.813
H 2.645 0.093 -1.757
```

Values from the calculation:
* charge: 0
* relative energy (zero: lowest compared OMol25 entry of this formula, charge and spin): 37.6 kcal/mol
* SMILES: O.O.O.O.O.O.O.O.O.O.O.O
* E_tot: -917.26544 a.u.

***

ORCA calculation (ωB97M-V/def2-TZVPD) on one molecule with the formula C4H6N2O2 in a non-equilibrium geometry.

XYZ file:
```
14
C4H6N2O2 ωB97M-V/def2-TZVPD
C 0.235 0.651 0.448
C -1.156 1.080 0.569
C -1.009 -0.091 -0.349
C 1.197 0.263 -0.649
H 1.348 0.047 2.014
H -1.606 1.936 0.086
H -1.409 1.000 1.647
H -0.980 0.259 -1.404
H -0.403 -1.754 0.519
H 1.000 -1.446 -1.827
N -0.531 -1.465 -0.437
N 0.770 -1.119 -0.894
O 0.488 -0.159 1.608
O 2.056 0.800 -1.330
```

Values from the calculation:
* charge: 0
* relative energy (zero: lowest compared OMol25 entry of this formula, charge and spin): 123.1 kcal/mol
* SMILES: O=C1NN[C@H]2C[C@]12O
* E_tot: -415.84452 a.u.

***

ORCA calculation (ωB97M-V/def2-TZVPD) on C28H26N5OPd as an isolated structure in a non-equilibrium geometry.

XYZ file:
```
61
C28H26N5OPd ωB97M-V/def2-TZVPD
Pd -1.583 0.007 -1.357
C 3.177 4.769 -3.188
C 2.540 3.552 -2.557
C 3.226 2.311 -2.445
C 2.614 1.177 -1.956
C 1.265 1.213 -1.466
N 0.593 0.156 -1.083
C 1.216 -0.984 -0.539
C 2.217 -0.713 0.470
C 3.001 -1.743 0.906
C 2.737 -3.067 0.506
C 3.592 -4.167 1.006
C 1.648 -3.332 -0.333
C 0.880 -2.348 -0.892
N -0.083 -2.657 -1.910
C -0.114 -3.759 -2.698
C -1.214 -3.702 -3.488
C -1.856 -2.525 -3.125
N -1.187 -1.893 -2.165
C 0.602 2.500 -1.467
C 1.211 3.585 -2.073
N -0.639 2.730 -0.763
C -0.858 3.930 -0.147
C -2.187 3.997 0.159
C -2.743 2.793 -0.297
N -1.795 2.015 -0.850
H 2.564 5.078 -4.029
H 4.252 4.574 -3.432
H 3.157 5.579 -2.457
H 4.218 2.230 -2.846
H 3.118 0.222 -2.042
H 2.373 0.312 0.718
H 3.747 -1.508 1.638
H 4.351 -3.863 1.715
H 4.120 -4.693 0.160
H 2.937 -4.927 1.481
H 1.442 -4.384 -0.497
H 0.722 -4.456 -2.664
H -1.470 -4.357 -4.304
H -2.702 -2.083 -3.587
H 0.628 4.486 -2.136
H -0.035 4.601 0.115
H -2.696 4.798 0.643
H -3.746 2.437 -0.196
C -4.035 -1.243 1.040
C -2.634 -0.949 1.427
O -1.722 -0.855 0.580
C -2.300 -0.650 2.818
C -3.179 -0.867 3.880
C -2.913 -0.391 5.144
C -1.761 0.322 5.400
C -0.828 0.493 4.401
C -1.075 -0.001 3.122
H -3.973 -2.066 0.297
H -4.464 -0.307 0.614
H -4.732 -1.572 1.808
H -4.141 -1.298 3.692
H -3.593 -0.565 5.954
H -1.604 0.739 6.395
H 0.064 1.101 4.549
H -0.349 0.220 2.353
```

Values from the calculation:
* charge: +3
* multiplicity: 5
* E_tot: -1558.38144 a.u.
* <S²>: 6.0403

***

ORCA calculation (ωB97M-V/def2-TZVPD) on an isolated ion of composition C2H8NOS and charge +1 in a non-equilibrium geometry.

XYZ file:
```
13
C2H8NOS ωB97M-V/def2-TZVPD
C 0.215 -1.099 1.045
C 1.040 1.104 -0.627
N -1.707 0.735 0.017
O -0.678 -0.999 -1.229
S -0.404 0.053 -0.142
H 0.848 -1.710 0.382
H -0.585 -1.816 1.320
H 0.528 -0.772 2.040
H 1.372 1.303 0.295
H 0.877 1.942 -1.234
H 1.970 0.584 -0.945
H -1.933 1.537 0.638
H -1.543 -0.862 -1.560
```

Values from the calculation:
* charge: +1
* relative energy (zero: lowest compared OMol25 entry of this formula, charge and spin): 88.4 kcal/mol
* SMILES: CS(C)(#[NH+])O
* E_tot: -608.80441 a.u.

***

ORCA calculation (ωB97M-V/def2-TZVPD) on a 2-piece molecular cluster, C5H9N2 overall in a non-equilibrium geometry.

XYZ file:
```
16
C5H9N2 ωB97M-V/def2-TZVPD
C -1.166 0.865 -0.055
C 1.314 -0.167 0.125
C 3.778 0.284 -0.016
C 0.072 0.182 0.170
C -2.175 -1.512 0.128
N -1.246 -0.443 -0.043
N -1.816 1.921 -0.469
H 1.684 -1.162 0.346
H 3.937 -0.859 0.051
H 3.850 0.887 0.959
H 3.626 0.837 -0.995
H -2.284 -1.723 1.312
H -3.163 -1.234 -0.186
H -2.074 -2.455 -0.519
H -1.635 2.774 0.030
H -2.701 1.806 -0.836
```

Values from the calculation:
* charge: +1
* relative energy (zero: lowest compared OMol25 entry of this formula, charge and spin): 201.7 kcal/mol
* E_tot: -304.90853 a.u.

***

ORCA calculation (ωB97M-V/def2-TZVPD) on a 16-piece molecular cluster, H32O16 overall in a non-equilibrium geometry.

XYZ file:
```
48
H32O16 ωB97M-V/def2-TZVPD
O 0.357 0.202 3.240
H -0.511 -0.235 3.220
H 0.970 -0.488 3.395
O -1.751 -2.505 0.171
H -1.790 -1.762 -0.437
H -0.802 -2.553 0.438
O 0.176 1.246 -3.258
H -0.400 1.786 -3.864
H 0.123 1.687 -2.409
O 2.611 1.020 -1.216
H 2.455 1.022 -2.159
H 1.883 0.483 -0.933
O 3.286 0.120 1.426
H 3.214 -0.789 1.122
H 2.849 0.705 0.785
O 0.370 -0.329 -0.301
H -0.212 0.424 -0.430
H 0.407 -0.554 0.632
O -1.438 2.876 1.961
H -0.490 2.871 2.002
H -1.758 2.306 1.241
O 0.830 -2.696 1.552
H 1.285 -2.385 2.325
H 1.455 -2.701 0.859
O -2.602 1.321 -2.334
H -3.257 0.991 -1.722
H -1.959 1.748 -1.796
O -0.405 2.229 -0.893
H 0.028 2.401 -0.009
H -0.708 3.093 -1.134
O -2.923 0.942 0.582
H -2.654 0.190 1.115
H -3.794 1.189 0.881
O 1.115 2.055 1.458
H 1.813 2.611 1.756
H 0.963 1.383 2.168
O 2.890 -2.083 -0.238
H 3.525 -2.791 -0.421
H 2.417 -2.018 -1.043
O 1.323 -1.678 -2.734
H 1.475 -2.061 -3.595
H 0.993 -2.442 -2.250
O -2.283 -1.138 2.529
H -2.530 -1.717 3.315
H -2.069 -1.663 1.793
O -1.638 -1.145 -2.193
H -2.106 -0.310 -2.434
H -0.735 -0.857 -2.164
```

Values from the calculation:
* charge: 0
* relative energy (zero: lowest compared OMol25 entry of this formula, charge and spin): 89.0 kcal/mol
* E_tot: -1223.05697 a.u.

***

ORCA calculation (ωB97M-V/def2-TZVPD) on an isolated ion of composition C4H6ClN2O and charge +1 in a non-equilibrium geometry.

XYZ file:
```
14
C4H6ClN2O ωB97M-V/def2-TZVPD
C 0.374 -1.293 0.830
C -0.712 0.756 0.190
C 2.122 -0.473 -0.815
C -2.104 1.297 0.242
N -0.355 -0.343 1.064
N 1.308 -1.380 -0.413
O 0.124 1.236 -0.534
Cl 2.885 0.561 0.250
H 0.447 -2.165 1.479
H 2.314 -0.500 -1.826
H -2.119 2.314 -0.084
H -2.389 1.077 1.310
H -2.906 0.887 -0.554
H 1.012 -1.974 -1.139
```

Values from the calculation:
* charge: +1
* relative energy (zero: lowest compared OMol25 entry of this formula, charge and spin): 48.6 kcal/mol
* SMILES: CC(=O)/N=C\[NH+]=C/Cl
* E_tot: -800.62959 a.u.

***

ORCA calculation (ωB97M-V/def2-TZVPD) on one molecule with the formula C11H16N2Si in a non-equilibrium geometry.

XYZ file:
```
30
C11H16N2Si ωB97M-V/def2-TZVPD
C -1.091 -2.238 -3.307
C -1.499 -0.937 -3.592
C -0.789 -2.558 -1.957
C -1.260 0.024 -2.643
C -0.692 -1.555 -1.019
C -0.859 -0.249 -1.327
C -0.301 -1.883 0.416
C -0.877 0.853 -0.321
C 2.111 -1.048 -0.164
C 0.727 1.942 2.989
C 1.005 -1.638 0.804
N 0.236 1.338 0.077
N -2.120 1.228 0.087
Si 0.595 2.652 1.170
H -1.268 -3.076 -3.934
H -1.976 -0.778 -4.484
H -0.640 -3.597 -1.736
H -1.620 1.026 -2.829
H 1.542 -0.611 -0.958
H 2.965 -1.662 -0.262
H 2.440 -0.191 0.366
H 1.031 2.536 3.811
H -0.035 1.376 3.317
H 1.593 1.363 2.786
H -0.974 -2.354 1.129
H 1.328 -1.960 1.782
H -3.075 0.758 -0.249
H -2.104 2.086 0.714
H -0.406 3.676 1.111
H 1.794 3.252 0.861
```

Values from the calculation:
* charge: 0
* multiplicity: 3
* E_tot: -827.54031 a.u.
* <S²>: 2.0530

***

> Which formula does entry 7 have?

C4H6ClN2O

***

> Which formula does entry 1 have?

H24O12

***

> E_tot of number 8 (C11H16N2Si)?

-827.54031 a.u.

***

> Which value of E_tot does entry 3 give?

-1558.38144 a.u.